Entry 1:
Computed, not measured: a 3-piece molecular cluster, C3H12NO3S overall at a distorted geometry, with the ωB97M-V functional and the def2-TZVPD basis.

Geometry as XYZ:
```
20
Properties=species:S:1:pos:R:3:forces:R:3:lowdin_charge:R:1
H -0.662705 2.803964 2.279486 -0.25 0.18 0.62 0.06
N 0.820428 1.460548 -0.205464 0.99 -2.28 0.02 0.21
H -0.177564 1.469866 2.982881 -0.45 -0.21 0.47 0.02
H 0.189357 2.209589 -0.081839 -0.77 1.11 0.08 0.14
H -1.062788 -2.027859 -2.015123 0.03 -0.44 -0.26 -0.14
H 1.807612 -0.831053 -2.422132 -0.10 -0.17 0.06 0.15
H 0.901805 0.988859 0.697687 -0.18 0.38 0.44 0.12
H -1.437941 0.200945 0.235191 0.31 0.87 -0.46 0.08
O -0.090385 2.041504 2.228965 0.48 0.50 -1.10 -0.04
S -1.986177 -1.215243 -1.517295 0.35 0.51 -0.08 0.78
H 1.783828 1.734010 -0.399376 -0.17 0.42 -0.37 0.17
H 0.725971 -0.471042 3.341809 -0.23 -0.42 0.35 0.07
O 2.406326 -0.547818 -0.505210 0.29 -0.16 -0.23 0.11
O -0.045456 -0.609599 2.782245 0.11 0.27 -0.47 -0.04
C 0.315110 0.350248 -1.122430 1.17 0.78 -0.54 -0.28
H -0.828298 -0.776227 3.315397 0.25 -0.18 0.35 0.07
H -0.556422 -1.155321 0.317524 1.25 0.10 -0.26 0.07
H -0.017390 0.793820 -2.060544 -0.24 0.11 0.12 0.15
C 1.623235 -0.450847 -1.407218 -0.64 0.12 0.53 -0.16
C -0.776751 -0.378934 -0.416438 -2.22 -1.47 0.70 -0.54
```
Forces are in eV/Å.

Computed properties:
relative energy (zero: lowest compared OMol25 entry of this formula, charge and spin) = 0.642 eV
net charge = +1
orbital gap = 9.3 eV
LUMO energy = -3.61 eV
E = -21766.1641 eV
strongest force on any atom = 2.759 eV/A
molecular weight = 142.2 g mol⁻¹

=====

Entry 2:
Computed, not measured: a 2-piece molecular cluster, C4H12O overall at a distorted geometry, with the ωB97M-V functional and the def2-TZVPD basis.

Geometry as XYZ:
```
17
Properties=species:S:1:pos:R:3:forces:R:3:lowdin_charge:R:1
H -1.838958 -0.581294 -0.182657 0.43 -0.91 0.04 0.05
H 2.919460 -0.480154 1.223860 -0.27 -0.68 0.17 0.10
H 0.700930 0.039447 0.322224 -0.29 0.05 0.50 0.06
H -0.579390 -0.669179 -2.131928 0.45 0.24 -0.04 0.05
H -1.913647 -0.674254 -3.229466 -0.30 -0.05 0.18 0.06
H -2.473604 -2.058252 -0.964744 -0.19 -0.08 -0.23 0.06
H 0.730141 1.677190 1.130690 -0.29 -0.22 0.37 0.08
H 0.931393 0.106530 2.973473 0.20 -0.13 -0.03 0.07
H 1.752597 1.287202 -0.172030 0.23 -0.14 0.18 0.08
H -1.727228 0.707548 -2.162002 0.30 0.19 -0.06 0.06
C -2.385518 -0.985519 -1.055787 0.66 2.07 1.32 -0.17
C 2.382132 0.353961 1.662957 0.42 0.86 0.99 -0.32
O 1.895936 0.116908 2.993942 -0.29 -0.53 -0.33 -0.09
H -3.266409 -0.398211 -0.785487 -0.84 -0.74 -0.89 0.06
C -1.613104 -0.368877 -2.223145 -0.51 -0.71 -0.31 -0.17
H 3.174796 1.079093 1.865509 -0.13 0.37 -0.55 0.11
C 1.310474 0.847861 0.734590 0.41 0.43 -1.32 -0.10
```
Forces are in eV/Å.

Computed properties:
relative energy (zero: lowest compared OMol25 entry of this formula, charge and spin) = 0.947 eV
net charge = 0
SMILES = CCO.CC
orbital gap = 11.1 eV
LUMO energy = 0.91 eV
E = -6389.1744 eV
strongest force on any atom = 2.545 eV/A
molecular weight = 76.1 g mol⁻¹

=====

Entry 3:
Computed, not measured: one molecule with the formula C7H10, with the ωB97M-V functional and the def2-TZVPD basis.

Geometry as XYZ:
```
17
Properties=species:S:1:pos:R:3:forces:R:3:lowdin_charge:R:1
H -2.457538 -0.737765 1.008001 0.11 0.05 -0.11 0.11
H 3.045661 -0.032249 -0.014706 -0.05 -0.02 0.06 0.07
H 2.041256 1.317081 0.526865 -0.04 -0.09 -0.03 0.07
H -1.049726 3.413299 -0.431114 -0.04 0.08 0.30 0.02
C -0.437482 -0.145627 0.212355 0.08 0.10 -0.01 -0.46
C -0.683831 1.280157 0.224080 -0.20 0.46 -0.19 -0.10
C -1.542955 -1.109481 0.560206 -0.11 -0.09 0.15 -0.08
H 1.127713 -1.562012 -0.037342 0.00 0.07 0.11 0.11
C 1.000149 -0.590629 0.455143 0.04 -0.06 0.01 -0.20
H -1.959765 -0.161545 -1.388031 0.13 -0.13 0.01 0.11
C -0.893257 2.436116 -0.040849 0.13 -0.38 0.02 0.13
H 1.163815 -0.752008 1.527367 -0.10 0.00 -0.10 0.12
H 1.850645 0.676472 -1.095601 -0.04 -0.04 -0.04 0.08
H -0.762615 -1.539699 -1.506987 -0.06 -0.07 0.15 0.11
H -1.225766 -2.076253 0.935767 0.04 0.11 0.03 0.11
C 2.042259 0.395187 -0.059380 0.10 0.07 -0.10 -0.11
C -1.258556 -0.811050 -0.875767 0.00 -0.04 -0.26 -0.08
```
Forces are in eV/Å.

Computed properties:
relative energy (zero: lowest compared OMol25 entry of this formula, charge and spin) = 2.584 eV
net charge = 0
SMILES = C#CC1(CC)CC1
orbital gap = 10.4 eV
LUMO energy = 1.15 eV
E = -7418.4506 eV
strongest force on any atom = 0.533 eV/A
molecular weight = 94.2 g mol⁻¹

=====

Look up the strongest force on any atom of the first one.
2.759 eV/A

=====

What is the formula in the second record?
C4H12O

=====

Which formula does entry 2 have?
C4H12O

=====

Look up the relative energy (zero: lowest compared OMol25 entry of this formula, charge and spin) of the third one.
2.584 eV